1.
Density functional theory data (the ωB97M-V functional and the def2-TZVPD basis) for C16H24DyF5N4O9Te as an isolated structure.

Positions of all 60 atoms, in Å:
Dy -0.889 0.396 0.480
O -0.736 4.783 -0.021
C -0.689 3.617 -0.538
O -1.434 2.640 -0.186
C 0.325 3.390 -1.694
N 0.779 2.024 -1.932
C 0.334 1.462 -3.240
C -1.166 1.058 -3.333
N -1.615 0.181 -2.254
C -1.254 -1.255 -2.473
C 0.121 -1.742 -2.048
N 0.503 -1.490 -0.636
C 1.875 -1.067 -0.481
C 2.035 -0.367 0.894
N 1.701 1.228 0.706
C 2.575 1.906 -0.247
C 2.241 1.858 -1.720
C 1.815 1.997 2.023
C 0.533 2.054 2.821
O 0.577 2.703 3.879
O -0.535 1.487 2.315
C 0.228 -2.720 0.258
C -1.018 -2.693 1.271
O -1.335 -3.704 1.915
O -1.606 -1.532 1.283
C -3.167 0.242 -2.277
C -3.854 -0.062 -0.936
O -4.948 -0.670 -0.984
O -3.212 0.334 0.079
H 1.197 4.065 -1.505
H -0.266 3.735 -2.548
H 0.956 0.542 -3.463
H 0.585 2.242 -4.013
H -1.246 0.598 -4.316
H -1.768 1.974 -3.348
H -1.382 -1.493 -3.504
H -1.959 -1.851 -1.949
H 0.958 -1.433 -2.675
H 0.123 -2.848 -2.106
H 2.047 -0.401 -1.314
H 2.590 -1.887 -0.480
H 3.137 -0.403 1.209
H 1.881 -1.841 2.533
H 3.605 1.529 -0.157
H 2.554 2.966 0.012
H 2.661 0.949 -2.196
H 2.816 2.723 -2.111
H 2.225 2.956 1.862
H 2.491 1.412 2.676
H 1.110 -2.926 0.877
H 0.089 -3.629 -0.353
H -3.616 -0.333 -3.101
H -3.283 1.328 -2.397
F -1.467 -2.980 7.889
Te -1.460 -4.242 6.508
F -2.585 -2.990 5.523
F 2.516 -2.495 3.018
F -0.830 -5.466 7.823
F -3.060 -5.147 6.814
O 1.196 -0.710 1.869

multiplicity	6
HOMO energy (alpha / beta)	-3.43 / -3.44	eV
energy relative to the best compared isomer or geometry (same formula, charge and spin)	1.1164	eV
strongest force on any atom	3.599	eV/A
gap between HOMO and LUMO (alpha / beta)	6.5801 / 6.5902	eV
total charge	-2
LUMO energy (alpha / beta)	3.146 / 3.146	eV

---

2.
Density functional theory data (the ωB97M-V functional and the def2-TZVPD basis) for a 6-piece molecular cluster, C15H18F3N3O9 overall.

Positions of all 48 atoms, in Å:
C -1.241 0.719 -0.407
C -1.351 0.980 -1.867
O -2.714 1.325 -2.044
C -3.245 1.785 -0.877
O -4.319 2.402 -0.677
O -2.311 1.583 0.130
F -0.875 -0.071 -2.653
H -0.237 1.118 -0.264
H -1.247 -0.307 -0.039
H -0.769 1.872 -2.098
C -6.102 -5.842 4.395
C -5.774 -6.777 5.515
O -4.421 -7.002 5.254
C -3.874 -5.974 4.529
O -2.674 -5.792 4.375
O -4.898 -5.204 3.969
F -6.555 -7.864 5.319
H -6.878 -5.104 4.597
H -6.444 -6.265 3.451
H -6.000 -6.268 6.453
C 5.728 3.558 6.330
C 4.712 3.899 5.297
O 5.398 4.723 4.342
C 6.556 4.954 4.758
O 7.425 5.524 4.152
O 6.788 4.397 6.004
F 3.692 4.612 5.865
H 6.128 2.557 6.170
H 5.356 3.564 7.355
H 4.227 3.070 4.782
C 4.059 -0.857 -6.317
C 3.411 0.320 -7.021
N 2.937 1.186 -7.619
H 4.109 -0.652 -5.248
H 5.092 -0.867 -6.665
H 3.518 -1.794 -6.449
C 2.351 8.095 -6.825
C 1.302 7.375 -6.110
N 0.399 6.859 -5.561
H 3.296 8.122 -6.281
H 2.127 9.126 -7.097
H 2.605 7.594 -7.759
C -2.776 -6.009 -2.221
C -4.158 -5.457 -2.186
N -5.222 -4.933 -2.176
H -2.649 -6.671 -3.078
H -2.454 -6.396 -1.254
H -2.030 -5.215 -2.252

SMILES	O=C1OC[C@@H](F)O1.O=C1OC[C@@H](F)O1.O=C1OC[C@@H](F)O1.CC#N.CC#N.CC#N
HOMO energy	-11.28	eV
energy relative to the best compared isomer or geometry (same formula, charge and spin)	2.8143	eV
strongest force on any atom	6.319	eV/A
gap between HOMO and LUMO	11.5258	eV
LUMO energy	0.250	eV

---

3.
Density functional theory data (the ωB97M-V functional and the def2-TZVPD basis) for a 2-piece molecular cluster, C3H10N2O3 overall.

Positions of all 18 atoms, in Å:
O 3.146 -0.234 1.680
C 1.988 -0.150 1.261
N 1.079 -0.221 2.344
C 1.522 -0.152 -0.147
N 0.072 0.025 -0.258
C -0.730 -0.820 -1.073
O -0.242 -0.486 -2.396
H 1.365 -0.528 3.270
H 0.073 -0.062 2.371
H 1.903 -1.118 -0.638
H 2.158 0.507 -0.671
H -0.237 0.954 -0.347
H -1.794 -0.637 -1.029
H -0.552 -1.854 -0.741
H -0.753 0.202 -2.925
H -2.544 1.049 0.211
H -3.094 2.069 -0.814
O -3.361 1.454 -0.098

SMILES	NC(=O)CNCO.O
HOMO energy	-9.29	eV
energy relative to the best compared isomer or geometry (same formula, charge and spin)	1.9642	eV
strongest force on any atom	5.366	eV/A
gap between HOMO and LUMO	9.4975	eV
LUMO energy	0.208	eV

---

4.
Density functional theory data (the ωB97M-V functional and the def2-TZVPD basis) for C17H48FeNO10 as an isolated structure.

Positions of all 77 atoms, in Å:
Fe 4.110 0.372 0.134
C 0.459 -2.026 1.124
C 1.652 -1.196 1.411
O 2.133 -1.210 2.562
O 2.193 -0.447 0.531
H -0.481 -1.604 1.480
H 0.704 -2.998 1.553
H 0.503 -2.303 0.070
C -2.199 -0.768 3.614
C -1.136 -0.720 4.695
O -0.181 -1.750 4.402
H -2.734 -1.707 3.472
H -1.797 -0.188 2.784
H -3.048 -0.159 3.923
H -1.609 -0.833 5.671
H -0.707 0.265 4.880
H 0.596 -1.410 3.953
C 0.910 3.705 1.936
C 1.134 2.433 2.759
O 2.403 2.572 3.530
H 0.901 4.605 2.552
H 0.087 3.744 1.223
H 1.809 3.843 1.334
H 1.173 1.583 2.077
H 0.354 2.196 3.483
H 2.269 2.085 4.346
C 2.489 -4.420 -0.868
C 1.926 -5.754 -1.455
O 2.650 -6.699 -0.753
H 3.565 -4.307 -1.001
H 2.234 -4.328 0.188
H 1.978 -3.598 -1.370
H 2.036 -5.969 -2.518
H 0.888 -5.977 -1.210
H 2.600 -7.524 -1.242
C -2.236 -0.415 -1.454
C -2.498 1.080 -1.704
C -1.215 1.864 -1.333
C -1.062 3.170 -1.945
C -1.135 3.149 -3.518
C -2.532 2.483 -3.956
N -2.756 1.254 -3.183
O -3.800 0.422 -3.641
C -3.597 3.571 -3.899
C -2.409 2.121 -5.461
C -3.759 1.481 -0.780
H -3.094 -1.077 -1.571
H -1.766 -0.740 -0.526
H -1.560 -0.757 -2.238
H -1.166 2.137 -0.279
H -0.337 1.228 -1.453
H -0.046 3.502 -1.732
H -1.802 3.899 -1.614
H -0.332 2.609 -4.019
H -0.982 4.162 -3.890
H -3.352 4.537 -4.340
H -4.597 3.328 -4.256
H -3.703 3.686 -2.820
H -1.559 1.513 -5.770
H -3.263 1.507 -5.748
H -2.428 3.022 -6.074
H -4.337 2.257 -1.281
H -3.515 1.725 0.254
H -4.475 0.666 -0.674
H -4.544 0.711 -3.107
O 4.025 -3.331 3.178
H 3.530 -3.873 2.563
H 3.524 -2.518 3.238
O 3.859 -0.602 -1.760
H 3.154 -0.564 -2.406
H 4.300 -1.433 -1.935
O 2.112 0.338 5.416
H 1.875 -0.308 6.082
H 2.437 -0.184 4.682
O 4.976 -1.347 1.111
H 4.551 -1.851 1.805
H 5.652 -1.932 0.769

multiplicity	5
HOMO energy (alpha / beta)	-10.13 / -10.13	eV
strongest force on any atom	3.815	eV/A
gap between HOMO and LUMO (alpha / beta)	4.1993 / 3.9870	eV
total charge	+1
LUMO energy (alpha / beta)	-5.935 / -6.147	eV

---

5.
Density functional theory data (the ωB97M-V functional and the def2-TZVPD basis) for C31H31N4NiOS2Te as an isolated structure.

Positions of all 71 atoms, in Å:
Ni -0.178 0.320 0.185
C 3.760 2.976 1.750
S 3.106 3.648 0.182
C 1.673 2.620 0.068
S 1.882 1.011 -0.539
N 0.517 3.088 0.388
N -0.474 2.204 0.375
C -1.716 2.610 0.183
C -2.693 1.608 -0.010
C -4.077 1.857 0.005
C -4.948 0.822 -0.212
C -4.432 -0.456 -0.450
C -3.064 -0.632 -0.453
N -2.199 0.353 -0.250
H 4.734 3.425 1.907
H 3.854 1.896 1.663
H 3.085 3.247 2.560
H -1.940 3.665 0.092
H -4.419 2.863 0.192
H -6.015 0.983 -0.188
H -5.087 -1.290 -0.642
H -2.640 -1.610 -0.637
C 4.848 -6.523 -5.528
C 4.061 -5.766 -4.499
C 4.522 -4.572 -3.967
C 3.790 -3.856 -3.025
C 4.345 -2.565 -2.505
C 2.566 -4.366 -2.598
Te 1.266 -3.162 -1.226
N 0.159 -1.513 0.072
C -0.376 -2.371 0.870
O -0.189 -3.628 0.744
C -1.272 -1.853 1.944
C -2.265 -2.650 2.496
C -3.146 -2.104 3.414
C -3.042 -0.770 3.769
C -2.040 0.025 3.229
C -1.145 -0.516 2.322
C 2.728 -3.288 0.301
C 3.327 -2.116 0.732
C 4.326 -2.161 1.688
C 4.699 -3.376 2.238
C 4.064 -4.538 1.834
C 3.082 -4.517 0.852
C 2.407 -5.775 0.420
C 2.079 -5.560 -3.125
C 0.757 -6.137 -2.713
C 2.837 -6.249 -4.063
H 5.752 -5.988 -5.800
H 4.248 -6.676 -6.424
H 5.128 -7.503 -5.144
H 5.469 -4.172 -4.301
H 4.916 -2.059 -3.281
H 5.011 -2.752 -1.660
H 3.542 -1.901 -2.170
H -2.348 -3.683 2.190
H -3.920 -2.722 3.849
H -3.743 -0.346 4.475
H -1.970 1.066 3.510
H -0.306 0.089 1.893
H 3.009 -1.168 0.320
H 4.813 -1.250 1.999
H 5.480 -3.424 2.983
H 4.333 -5.483 2.287
H 2.574 -6.575 1.138
H 2.788 -6.096 -0.550
H 1.335 -5.592 0.336
H 0.341 -5.578 -1.870
H 0.871 -7.182 -2.425
H 0.054 -6.089 -3.545
H 2.453 -7.176 -4.466

multiplicity	2
HOMO energy (alpha / beta)	-7.21 / -7.03	eV
energy relative to the best compared isomer or geometry (same formula, charge and spin)	1.7070	eV
strongest force on any atom	3.082	eV/A
gap between HOMO and LUMO (alpha / beta)	5.7270 / 5.4836	eV
LUMO energy (alpha / beta)	-1.481 / -1.550	eV

---

6.
Density functional theory data (the ωB97M-V functional and the def2-TZVPD basis) for C25H15Cl2N4O6Tm as an isolated structure.

Positions of all 53 atoms, in Å:
Tm -0.044 -0.118 -0.172
O 1.640 -3.605 1.392
C 1.228 -2.470 1.288
O 0.086 -2.077 0.805
C 2.103 -1.297 1.749
C 3.336 -1.380 2.374
C 3.968 -0.188 2.714
C 3.376 1.039 2.433
C 2.145 1.030 1.797
N 1.562 -0.118 1.489
C 1.338 2.250 1.348
O 1.761 3.364 1.573
O 0.250 1.917 0.727
H 3.773 -2.348 2.573
H 4.933 -0.216 3.202
H 3.843 1.980 2.683
C 1.317 4.163 -4.175
C 1.911 3.364 -3.213
C 1.129 2.544 -2.413
C -0.249 2.547 -2.581
C -0.858 3.348 -3.545
C -0.065 4.152 -4.343
N -1.005 1.669 -1.739
N -2.217 1.924 -1.687
C -2.998 1.051 -0.860
C -4.368 1.140 -1.040
C -5.181 0.315 -0.278
C -4.599 -0.547 0.637
C -3.219 -0.557 0.760
N -2.431 0.227 0.023
H 1.927 4.798 -4.804
H 2.984 3.368 -3.080
H 1.593 1.916 -1.667
H -1.930 3.327 -3.671
H -0.524 4.771 -5.102
H -4.760 1.842 -1.760
H -6.255 0.349 -0.398
H -5.196 -1.204 1.253
H -2.720 -1.218 1.458
Cl 3.014 -2.782 -6.663
C 2.562 -2.078 -5.142
C 3.486 -1.282 -4.459
C 3.158 -0.720 -3.251
Cl 4.310 0.259 -2.413
C 1.891 -0.921 -2.648
O 1.620 -0.422 -1.495
C 0.964 -1.706 -3.387
C -0.390 -1.906 -2.937
O -0.942 -1.365 -1.978
C 1.316 -2.290 -4.616
H 4.467 -1.112 -4.882
H -0.988 -2.601 -3.546
H 0.595 -2.899 -5.148

multiplicity	3
HOMO energy (alpha / beta)	-8.44 / -8.44	eV
strongest force on any atom	0.307	eV/A
gap between HOMO and LUMO (alpha / beta)	6.8882 / 6.8873	eV
LUMO energy (alpha / beta)	-1.556 / -1.556	eV

---

7.
Density functional theory data (the ωB97M-V functional and the def2-TZVPD basis) for a 2-piece molecular cluster, C2H3F3S overall.

Positions of all 9 atoms, in Å:
C -0.151 0.237 0.059
C -1.370 -0.320 0.665
F -2.512 0.244 0.421
F -1.794 -1.802 -0.508
F -1.401 -0.934 1.826
S 1.282 -0.662 0.509
H 0.093 1.177 0.308
H -0.198 0.064 -1.041
H 1.269 -1.646 -0.345

HOMO energy	-10.13	eV
energy relative to the best compared isomer or geometry (same formula, charge and spin)	2.6292	eV
strongest force on any atom	5.230	eV/A
gap between HOMO and LUMO	10.1995	eV
LUMO energy	0.068	eV

---

8.
Density functional theory data (the ωB97M-V functional and the def2-TZVPD basis) for one molecule with the formula C22H26BrN3O3.

Positions of all 55 atoms, in Å:
C -5.130 -2.586 -2.812
C -3.733 -2.047 -2.537
C -3.426 -1.900 -1.070
N -4.408 -2.054 -0.276
N -4.353 -1.930 1.083
C -3.751 -1.051 1.930
O -3.880 -1.193 3.132
C -2.997 0.093 1.345
C -3.537 0.890 0.341
C -2.812 1.955 -0.162
C -1.552 2.214 0.349
C -1.023 1.465 1.387
C -1.758 0.412 1.891
H -1.373 -0.185 2.703
H -0.051 1.702 1.792
Br -0.506 3.613 -0.406
H -3.218 2.574 -0.948
H -4.520 0.679 -0.053
H -5.016 -2.551 1.536
C -2.018 -1.621 -0.727
C -1.376 -2.350 0.277
C -0.062 -2.101 0.596
C 0.656 -1.100 -0.066
C 0.032 -0.393 -1.090
C -1.282 -0.665 -1.418
H -1.749 -0.092 -2.206
H 0.556 0.376 -1.634
O 1.921 -0.890 0.365
C 2.705 0.101 -0.268
C 4.098 0.064 0.369
N 4.840 -1.078 -0.128
C 5.664 -0.801 -1.293
H 5.108 -0.176 -1.993
C 6.990 -0.121 -0.921
O 7.707 -0.878 0.031
C 6.936 -1.091 1.196
C 5.621 -1.804 0.856
H 5.022 -1.954 1.755
H 5.855 -2.783 0.425
H 7.553 -1.699 1.858
H 6.725 -0.125 1.685
H 7.640 -0.038 -1.794
H 6.799 0.889 -0.523
H 5.882 -1.759 -1.774
H 4.595 1.023 0.167
H 3.963 -0.032 1.448
H 2.785 -0.106 -1.342
H 2.252 1.092 -0.126
H 0.438 -2.662 1.369
H -1.913 -3.127 0.800
H -3.622 -1.067 -3.009
H -2.978 -2.703 -2.978
H -5.291 -2.673 -3.884
H -5.880 -1.923 -2.394
H -5.252 -3.564 -2.357

SMILES	CC/C(=N/NC(=O)c1ccc(Br)cc1)c1ccc(OCCN2CCOCC2)cc1
HOMO energy	-8.30	eV
energy relative to the best compared isomer or geometry (same formula, charge and spin)	2.2313	eV
strongest force on any atom	0.888	eV/A
gap between HOMO and LUMO	8.7471	eV
LUMO energy	0.447	eV

---

9.
Density functional theory data (the ωB97M-V functional and the def2-TZVPD basis) for C28H24Cl2F3N2O3S2Zr as an isolated structure.

Positions of all 65 atoms, in Å:
Zr 0.051 0.240 -1.607
F -5.770 -1.663 -3.614
C -4.436 -1.559 -3.652
F -4.086 -1.279 -4.914
F -3.928 -2.760 -3.345
C -3.946 -0.498 -2.695
C -4.838 0.235 -1.941
C -4.375 1.207 -1.054
C -3.020 1.385 -0.939
N -2.150 0.670 -1.669
C -2.579 -0.238 -2.554
S -1.283 -0.989 -3.455
H -5.898 0.052 -2.046
H -5.056 1.807 -0.470
H -2.600 2.125 -0.272
C 3.675 0.292 -2.098
C 2.879 0.364 -3.371
O 1.564 -0.259 -3.162
H 4.646 0.759 -2.270
H 3.831 -0.737 -1.780
H 3.192 0.833 -1.281
H 3.356 -0.193 -4.176
H 2.693 1.389 -3.689
H 1.232 -0.596 -4.003
Cl -0.172 1.348 0.820
C 1.006 0.629 1.938
C 2.226 1.267 2.014
C 3.209 0.702 2.807
C 2.930 -0.467 3.498
C 1.681 -1.062 3.429
Cl 1.397 -2.465 4.400
C 0.654 -0.532 2.633
N -0.623 -1.052 2.554
C -1.016 -2.423 2.539
C -2.049 -2.808 3.382
C -2.504 -4.116 3.387
C -1.912 -5.054 2.555
C -0.890 -4.664 1.705
C -0.439 -3.349 1.670
C 0.653 -2.975 0.702
C 0.365 -1.751 -0.100
O 1.336 -1.004 -0.518
O -0.795 -1.381 -0.411
H 2.396 2.177 1.451
H 4.180 1.168 2.891
H 3.678 -0.922 4.133
H -1.333 -0.410 2.242
H -2.475 -2.072 4.052
H -3.307 -4.404 4.052
H -2.248 -6.082 2.560
H -0.442 -5.392 1.039
H 0.780 -3.781 -0.028
H 1.624 -2.833 1.183
S 0.338 2.589 -2.408
C 1.050 3.637 -1.148
C 2.420 3.627 -0.915
C 2.967 4.437 0.074
C 2.150 5.263 0.832
C 0.784 5.291 0.582
C 0.236 4.487 -0.405
H 3.065 3.002 -1.519
H 4.036 4.426 0.243
H 2.576 5.894 1.600
H 0.142 5.951 1.152
H -0.827 4.521 -0.609

HOMO energy	-10.97	eV
energy relative to the best compared isomer or geometry (same formula, charge and spin)	0.6020	eV
strongest force on any atom	1.929	eV/A
gap between HOMO and LUMO	7.5879	eV
total charge	+1
LUMO energy	-3.386	eV